(1)
ORCA calculation (the ωB97M-V functional and the def2-TZVPD basis) on an isolated molecule of C2H4N2O3 at a distorted geometry.

```
! RIJCOSX wB97M-V def2-TZVPD def2/J DEFGRID3
* xyz 0 1
C 1.332 -0.173 -0.047
C -0.875 -0.846 0.060
H 3.015 0.794 -0.069
H 1.530 1.861 0.490
H -0.504 -1.814 0.152
H -3.519 0.499 -0.118
N 2.014 0.939 -0.055
N -2.123 -0.733 0.062
O 1.756 -1.318 -0.189
O -0.032 0.192 -0.071
O -2.592 0.598 -0.213
*
```

The calculation puts the highest occupied orbital energy at -9.78 eV. As for the SMILES: NC(=O)O/C=N\O. The energy above the lowest of the compared OMol25 structures with the same formula, charge and spin comes out at 278.3 kJ/mol. The LUMO energy is 0.5 eV.

These are the Mulliken partial charges, in e, on atoms 1 to 2: 0.60, 0.10

=====

(2)
ORCA calculation (the ωB97M-V functional and the def2-TZVPD basis) on a structure of composition C19H12Br2MoN3S at a distorted geometry.

```
! RIJCOSX wB97M-V def2-TZVPD def2/J DEFGRID3
* xyz 3 3
Mo -0.028 -0.001 -0.097
S 3.119 0.186 -3.174
C 4.028 0.249 -1.731
C 3.254 0.204 -0.599
C 1.879 0.116 -0.875
C 1.646 0.097 -2.280
C 0.333 0.011 -2.887
C 0.098 -0.008 -4.266
C -1.203 -0.092 -4.736
C -2.261 -0.156 -3.823
C -1.974 -0.133 -2.475
N -0.716 -0.052 -2.004
H 5.102 0.316 -1.774
H 3.683 0.235 0.392
H 0.929 0.042 -4.956
H -1.402 -0.108 -5.799
H -3.285 -0.222 -4.162
H -2.767 -0.181 -1.721
Br -2.257 3.890 4.927
C -1.612 2.838 3.522
C -1.164 3.411 2.318
C -0.712 2.590 1.312
N -0.667 1.245 1.416
C -1.089 0.678 2.587
C -1.564 1.437 3.638
C -0.996 -0.793 2.591
C -1.371 -1.601 3.646
C -1.242 -2.997 3.538
Br -1.749 -4.114 4.949
C -0.725 -3.515 2.337
C -0.379 -2.650 1.326
N -0.505 -1.309 1.423
H -1.175 4.482 2.187
H -0.359 3.018 0.368
H -1.903 0.980 4.555
H -1.766 -1.185 4.561
H -0.601 -4.580 2.212
H 0.024 -3.035 0.385
*
```

The calculation puts the highest occupied orbital energy (alpha / beta) at -17.87 / -17.90 eV. The energy above the lowest of the compared OMol25 structures with the same formula, charge and spin comes out at 34.9 kJ/mol. The LUMO energy (alpha / beta) is -12.0 / -11.7 eV.

These are the Mulliken partial charges, in e, on atoms 1 to 2: 0.87, -0.04

=====

(3)
ORCA calculation (the ωB97M-V functional and the def2-TZVPD basis) on a structure of composition C17H24Cl3IN5OTc.

```
! RIJCOSX wB97M-V def2-TZVPD def2/J DEFGRID3
* xyz 3 4
Tc 0.417 -0.438 0.228
N 0.488 -2.587 -0.054
C 1.896 -3.099 0.153
C 2.727 -2.065 0.894
N 2.510 -0.710 0.303
C 3.125 0.378 1.149
C 2.092 1.063 2.016
N 0.927 1.435 1.147
C 3.074 -0.611 -1.091
C 2.327 0.463 -1.858
N 0.883 0.139 -1.748
H -0.114 -2.998 0.659
H 0.133 -2.954 -0.936
H 2.311 -3.335 -0.824
H 1.872 -4.032 0.715
H 3.786 -2.333 0.864
H 2.423 -2.000 1.941
H 3.577 1.104 0.475
H 3.931 -0.043 1.751
H 2.516 1.949 2.491
H 1.713 0.407 2.797
H 1.195 2.176 0.499
H 0.191 1.837 1.727
H 2.943 -1.570 -1.590
H 4.147 -0.419 -1.038
H 2.657 0.499 -2.896
H 2.487 1.456 -1.437
H 0.653 -0.586 -2.428
H 0.209 0.916 -1.996
Cl -5.685 -1.427 3.806
C -4.081 -1.292 3.348
C -3.785 -0.818 2.033
C -2.481 -0.715 1.680
Cl -2.018 -0.091 0.101
C -1.395 -1.044 2.551
O -0.171 -0.919 2.202
C -1.745 -1.527 3.870
Cl -0.479 -1.941 4.915
C -3.059 -1.640 4.246
H -4.598 -0.564 1.365
H -3.320 -1.998 5.233
I -3.989 1.119 -5.608
C -2.834 2.060 -4.172
C -2.802 3.446 -4.046
C -2.005 4.008 -3.062
C -1.269 3.175 -2.241
N -1.286 1.841 -2.346
C -2.055 1.309 -3.302
H -3.386 4.072 -4.706
H -1.953 5.080 -2.936
H -0.641 3.598 -1.464
H -2.057 0.226 -3.382
*
```

The calculation puts the highest occupied orbital energy (alpha / beta) at -15.61 / -15.61 eV. The energy above the lowest of the compared OMol25 structures with the same formula, charge and spin comes out at 0.0 kJ/mol. The LUMO energy (alpha / beta) is -8.8 / -12.0 eV.

These are the Mulliken partial charges, in e, on atoms 1 to 2: 0.17, -0.32

=====

(4)
ORCA calculation (the ωB97M-V functional and the def2-TZVPD basis) on a cluster of 3 separate species, C3H9NS in total at a distorted geometry.

```
! RIJCOSX wB97M-V def2-TZVPD def2/J DEFGRID3
* xyz 0 1
C 0.329 -0.878 -0.659
C -0.889 -0.793 0.280
C -0.713 0.755 0.900
H -0.001 0.555 -2.460
H 1.594 0.467 -1.529
H 1.472 -1.317 -0.469
H -0.010 -1.583 -1.418
H -0.978 -1.601 1.221
H -2.019 -0.843 -0.218
H -1.673 1.761 1.411
H -0.035 1.432 -0.210
H 1.890 1.243 2.055
N 0.506 0.486 -1.329
S 0.527 0.315 2.424
*
```

The calculation puts the highest occupied orbital energy at -8.18 eV. The energy above the lowest of the compared OMol25 structures with the same formula, charge and spin comes out at 724.4 kJ/mol. The LUMO energy is 0.5 eV.

These are the Mulliken partial charges, in e, on atoms 1 to 2: -0.41, -0.59

=====

(5)
ORCA calculation (the ωB97M-V functional and the def2-TZVPD basis) on a structure of composition C5H5N3O2 at a distorted geometry.

```
! RIJCOSX wB97M-V def2-TZVPD def2/J DEFGRID3
* xyz 0 1
C -3.012 -0.108 -0.295
C -0.981 -0.079 -0.035
C 1.902 0.452 0.226
C 3.342 0.154 0.110
C 0.977 -0.482 0.345
N -2.017 -0.941 -0.193
N -1.285 1.204 -0.059
N -2.633 1.180 -0.249
O 4.128 0.931 -0.348
O 1.184 -1.730 0.549
H -3.996 -0.517 -0.633
H 1.656 1.389 -0.094
H 3.649 -0.985 0.366
H -3.298 1.941 -0.337
H 0.385 -2.409 0.647
*
```

The calculation puts the highest occupied orbital energy at -9.40 eV. The energy above the lowest of the compared OMol25 structures with the same formula, charge and spin comes out at 329.5 kJ/mol. The LUMO energy is 0.5 eV.

These are the Mulliken partial charges, in e, on atoms 1 to 2: -0.06, 0.28

=====

(6)
ORCA calculation (the ωB97M-V functional and the def2-TZVPD basis) on a cluster of 2 separate species, C4H8OS in total at a distorted geometry.

```
! RIJCOSX wB97M-V def2-TZVPD def2/J DEFGRID3
* xyz 0 1
C 3.847 0.303 -0.706
C 3.810 -0.074 0.478
C -2.284 -0.570 -0.365
C -1.134 0.476 -0.202
O -1.666 1.602 0.358
S 0.451 -0.069 0.675
H 3.812 0.471 -1.760
H 0.074 -0.964 1.334
H 4.112 -0.673 1.392
H -2.500 -0.963 0.637
H -2.059 -1.577 -0.900
H -3.278 -0.142 -0.718
H -0.867 0.871 -1.165
H -2.317 1.308 0.942
*
```

The calculation puts the highest occupied orbital energy at -9.16 eV. As for the SMILES: C[C@@H](O)S.C#C. The energy above the lowest of the compared OMol25 structures with the same formula, charge and spin comes out at 395.3 kJ/mol. The LUMO energy is 0.8 eV.

These are the Mulliken partial charges, in e, on atoms 1 to 2: -0.13, -0.53

=====

(7)
ORCA calculation (the ωB97M-V functional and the def2-TZVPD basis) on a cluster of 2 separate species, C6H14NO in total at a distorted geometry.

```
! RIJCOSX wB97M-V def2-TZVPD def2/J DEFGRID3
* xyz -1 1
C 0.080 -1.647 -2.799
C -0.182 -1.356 -1.306
N -0.196 0.063 -1.003
C -0.667 0.721 2.740
C -0.983 0.414 1.282
C 0.242 0.340 0.365
C 1.064 1.699 0.359
O 1.625 2.028 1.517
H -0.875 -1.806 -3.311
H 0.462 -0.707 -3.198
H 0.711 -2.512 -2.994
H 0.393 -2.023 -0.654
H -1.230 -1.697 -1.119
H 1.375 -0.347 -1.445
H -1.551 0.901 3.353
H -0.135 1.682 2.707
H 0.122 0.099 3.164
H -1.664 1.141 0.823
H -1.527 -0.544 1.270
H 0.876 -0.477 0.738
H 0.284 2.435 0.012
H 1.776 1.595 -0.502
*
```

The calculation puts the highest occupied orbital energy at -2.52 eV. The energy above the lowest of the compared OMol25 structures with the same formula, charge and spin comes out at 438.6 kJ/mol. The LUMO energy is 3.6 eV.

These are the Mulliken partial charges, in e, on atoms 1 to 2: -0.93, -0.62

=====

(8)
ORCA calculation (the ωB97M-V functional and the def2-TZVPD basis) on the ion C2H7N3P with charge +1 at a distorted geometry.

```
! RIJCOSX wB97M-V def2-TZVPD def2/J DEFGRID3
* xyz 1 1
C -0.624 0.571 0.968
C 0.015 1.248 -0.164
N 0.043 -1.369 2.191
N 1.525 -0.356 -2.069
N -0.076 -0.723 1.185
P 0.228 -0.414 -1.187
H -0.642 1.299 1.776
H -1.600 0.268 0.599
H -0.776 1.882 -0.616
H 1.025 1.718 -0.059
H 0.244 -2.354 1.987
H 1.727 -0.985 -2.797
H -1.087 -0.784 -1.813
*
```

The calculation puts the highest occupied orbital energy at -14.32 eV. As for the SMILES: [H]/N=N/CC[PH]#[NH+]. The energy above the lowest of the compared OMol25 structures with the same formula, charge and spin comes out at 515.0 kJ/mol. The LUMO energy is -5.9 eV.

These are the Mulliken partial charges, in e, on atoms 1 to 2: -0.35, -0.63

=====

(9)
ORCA calculation (the ωB97M-V functional and the def2-TZVPD basis) on a cluster of 3 separate species, C5H10O in total at a distorted geometry.

```
! RIJCOSX wB97M-V def2-TZVPD def2/J DEFGRID3
* xyz 0 1
C -0.555 -1.273 -1.601
C -0.955 -0.318 -0.477
C 0.017 0.822 -0.302
C -0.287 2.014 0.204
C 1.666 -1.676 1.163
O 2.660 -1.260 0.803
H 0.410 -1.747 -1.382
H -1.295 -2.070 -1.726
H -0.457 -0.746 -2.557
H -1.958 0.087 -0.659
H -1.017 -0.883 0.463
H 1.048 0.628 -0.606
H 0.670 0.836 2.589
H 0.463 2.791 0.329
H -1.300 2.255 0.523
H 0.889 0.539 3.235
*
```

The calculation puts the highest occupied orbital energy at -9.67 eV. The energy above the lowest of the compared OMol25 structures with the same formula, charge and spin comes out at 193.3 kJ/mol. The LUMO energy is 1.1 eV.

These are the Mulliken partial charges, in e, on atoms 1 to 2: -1.14, -0.30

=====

(10)
ORCA calculation (the ωB97M-V functional and the def2-TZVPD basis) on the ion CH14NSi4 with charge +1 at a distorted geometry.

```
! RIJCOSX wB97M-V def2-TZVPD def2/J DEFGRID3
* xyz 1 1
C 0.567 -0.318 0.091
N -0.772 0.779 2.479
Si -0.420 1.914 -2.270
Si 2.100 -1.144 -0.785
Si -0.872 -0.075 -1.101
Si 0.345 -0.904 1.915
H 0.919 0.761 0.238
H -1.145 0.777 3.500
H -0.207 1.659 2.165
H -1.571 0.620 1.860
H 0.201 2.553 -0.986
H -1.330 2.976 -2.695
H 0.795 1.429 -3.103
H 3.098 -1.263 0.421
H 1.882 -2.389 -1.456
H 2.372 -0.266 -1.854
H -1.826 0.329 -0.002
H -1.163 -1.447 -1.605
H -0.577 -1.973 2.181
H 1.299 -0.697 3.002
*
```

The calculation puts the highest occupied orbital energy at -13.58 eV. As for the SMILES: [NH3+][SiH2][C@@H]([SiH3])[SiH2][SiH3]. The energy above the lowest of the compared OMol25 structures with the same formula, charge and spin comes out at 33.6 kJ/mol. The LUMO energy is -3.8 eV.

These are the Mulliken partial charges, in e, on atoms 1 to 2: -0.11, -0.62

=====

(11)
ORCA calculation (the ωB97M-V functional and the def2-TZVPD basis) on a structure of composition C21H28N4O6S at a distorted geometry.

```
! RIJCOSX wB97M-V def2-TZVPD def2/J DEFGRID3
* xyz 0 1
C -5.601 -1.529 -1.141
H -6.614 -1.387 -0.534
O -4.795 -0.550 -0.981
C -4.207 -0.205 0.309
C -3.329 1.059 0.353
C -2.591 1.265 1.609
C -2.842 0.562 2.876
C -3.909 -0.464 2.573
C -4.441 -0.896 1.359
O -5.383 -1.960 1.451
C -4.837 -3.393 1.782
H -4.729 -3.224 2.830
H -5.718 -3.756 1.667
H -3.946 -3.615 1.431
O -4.304 -1.125 3.708
C -3.650 -0.832 5.130
H -2.685 -0.816 5.246
H -4.161 -1.458 5.853
H -4.168 0.165 5.184
H -2.473 0.783 3.670
C -1.695 2.410 1.583
O -1.348 2.795 2.720
N -1.037 2.571 0.476
H -0.944 1.923 -0.194
C -0.084 3.655 0.258
C 1.245 2.949 0.340
N 1.518 1.911 0.057
N 2.808 1.454 -0.222
C 3.526 2.673 0.326
O 2.491 3.616 0.641
S 5.056 2.964 0.255
C 5.609 1.578 -0.522
C 4.983 1.377 -1.837
O 4.755 2.577 -2.365
N 4.851 0.268 -2.349
C 4.925 -1.255 -1.803
H 5.596 -0.921 -1.032
C 3.694 -1.697 -1.029
H 3.712 -2.527 -0.719
C 2.743 -1.774 -2.421
C 1.204 -2.060 -1.674
H 1.075 -1.406 -1.100
H 1.339 -2.921 -1.317
H 0.571 -1.986 -2.598
C 2.630 -0.297 -3.252
C 3.820 0.140 -3.474
H 3.887 1.139 -3.909
H 4.302 -0.548 -4.084
H 1.855 -0.415 -4.130
H 2.289 0.400 -2.518
H 2.908 -2.445 -3.110
H 3.165 -0.798 -0.555
H 5.118 -1.811 -2.509
H 5.293 0.656 0.350
H 6.656 1.488 -0.335
H 0.035 3.928 1.623
H -0.131 4.506 -0.255
H -2.974 1.342 -0.572
H -5.185 -2.562 -1.119
H -5.881 -1.524 -2.000
*
```

The calculation puts the highest occupied orbital energy at -8.11 eV. The energy above the lowest of the compared OMol25 structures with the same formula, charge and spin comes out at 2272.7 kJ/mol. The LUMO energy is 0.6 eV.

These are the Mulliken partial charges, in e, on atoms 1 to 2: -0.82, 0.20

=====

(12)
ORCA calculation (the ωB97M-V functional and the def2-TZVPD basis) on a cluster of 7 separate species, C42H40BNO17S in total at a distorted geometry.

```
! RIJCOSX wB97M-V def2-TZVPD def2/J DEFGRID3
* xyz 0 1
C 8.673 3.850 1.636
C 7.882 3.046 0.534
C 6.346 2.902 0.820
C 5.994 1.525 1.511
O 4.631 1.604 1.987
O 3.789 1.805 0.882
S 2.255 1.157 1.141
O 2.467 0.005 2.054
O 1.365 2.343 1.957
B -0.001 2.352 1.498
O -0.809 1.237 1.797
N -0.620 3.445 0.730
C -0.597 4.738 1.448
C -0.108 3.532 -0.668
H 8.931 4.858 1.238
H 9.627 3.320 1.834
H 8.095 3.992 2.573
H 8.393 2.073 0.361
H 7.978 3.616 -0.422
H 5.850 2.859 -0.179
H 5.932 3.758 1.400
H 6.675 1.329 2.364
H 6.050 0.708 0.752
H -1.620 1.379 1.299
H -1.491 4.755 2.121
H 0.281 4.889 2.111
H -0.754 5.590 0.746
H -0.972 3.315 -1.346
H 0.356 4.506 -0.925
H 0.609 2.683 -0.827
C 1.018 6.298 6.020
C 2.222 6.618 6.492
C 3.441 5.925 6.018
O 4.537 6.216 6.449
C 3.271 4.863 5.001
C 2.067 4.542 4.529
C 0.848 5.237 5.003
O -0.251 4.948 4.573
H 0.115 6.794 6.355
H 2.365 7.392 7.235
H 4.174 4.367 4.667
H 1.925 3.767 3.786
C -4.134 3.253 -2.198
C -5.456 3.195 -2.348
C -6.086 2.148 -3.184
O -7.293 2.095 -3.324
C -5.195 1.168 -3.843
C -3.872 1.226 -3.692
C -3.243 2.271 -2.858
O -2.035 2.324 -2.717
H -3.653 4.011 -1.591
H -6.124 3.903 -1.873
H -5.675 0.411 -4.448
H -3.205 0.517 -4.168
C -2.292 -2.177 -2.537
C -1.857 -3.063 -1.642
C -1.389 -4.404 -2.058
O -0.995 -5.212 -1.244
C -1.422 -4.723 -3.502
C -1.857 -3.837 -4.396
C -2.324 -2.496 -3.982
O -2.720 -1.686 -4.797
H -2.638 -1.191 -2.252
H -1.825 -2.847 -0.582
H -1.075 -5.708 -3.786
H -1.888 -4.053 -5.457
C 6.086 -0.304 7.348
C 6.242 -1.505 6.791
C 5.759 -1.783 5.419
O 5.901 -2.878 4.913
C 5.098 -0.679 4.690
C 4.942 0.521 5.248
C 5.424 0.800 6.618
O 5.283 1.895 7.125
H 6.431 -0.082 8.349
H 6.724 -2.324 7.309
H 4.750 -0.899 3.688
H 4.459 1.340 4.728
C -6.317 -2.038 -7.828
C -7.351 -2.635 -8.419
C -8.744 -2.247 -8.102
O -9.686 -2.792 -8.639
C -8.945 -1.171 -7.106
C -7.911 -0.574 -6.515
C -6.518 -0.963 -6.832
O -5.575 -0.417 -6.295
H -5.291 -2.308 -8.046
H -7.223 -3.423 -9.150
H -9.970 -0.901 -6.888
H -8.039 0.215 -5.783
C -3.768 -9.605 -0.723
C -3.092 -10.731 -0.503
C -1.622 -10.721 -0.322
O -1.007 -11.749 -0.124
C -0.934 -9.414 -0.393
C -1.610 -8.286 -0.613
C -3.079 -8.296 -0.794
O -3.698 -7.270 -0.993
H -4.842 -9.592 -0.859
H -3.579 -11.697 -0.448
H 0.140 -9.427 -0.257
H -1.123 -7.320 -0.668
*
```

The calculation puts the highest occupied orbital energy at -8.79 eV. The LUMO energy is -1.7 eV.

These are the Mulliken partial charges, in e, on atoms 1 to 2: -1.04, -0.50

=====

no.,DFT total energy (hartree)
1,-413.785683
2,-6508.859540
3,-2769.337760
4,-572.364191
5,-508.148507
6,-630.484354
7,-366.834591
8,-585.625484
9,-271.678995
10,-1258.885142
11,-1884.800273
12,-3381.050587